{
  "formula": "C64H144F16N16O32S16",
  "method": "the ωB97M-V functional and the def2-TZVPD basis",
  "homo_energy_ev": -8.738,
  "de_lowest_ev": 0.000,
  "species": ["C", "C", "C", "N", "C", "C", "C", "C", "C", "H", "H", "H", "H", "H", "H", "H", "H", "H", "H", "H", "H", "H", "H", "H", "H", "H", "H", "C", "C", "C", "N", "C", "C", "C", "C", "C", "H", "H", "H", "H", "H", "H", "H", "H", "H", "H", "H", "H", "H", "H", "H", "H", "H", "H", "C", "C", "C", "N", "C", "C", "C", "C", "C", "H", "H", "H", "H", "H", "H", "H", "H", "H", "H", "H", "H", "H", "H", "H", "H", "H", "H", "C", "C", "C", "N", "C", "C", "C", "C", "C", "H", "H", "H", "H", "H", "H", "H", "H", "H", "H", "H", "H", "H", "H", "H", "H", "H", "H", "C", "C", "C", "N", "C", "C", "C", "C", "C", "H", "H", "H", "H", "H", "H", "H", "H", "H", "H", "H", "H", "H", "H", "H", "H", "H", "H", "C", "C", "C", "N", "C", "C", "C", "C", "C", "H", "H", "H", "H", "H", "H", "H", "H", "H", "H", "H", "H", "H", "H", "H", "H", "H", "H", "C", "C", "C", "N", "C", "C", "C", "C", "C", "H", "H", "H", "H", "H", "H", "H", "H", "H", "H", "H", "H", "H", "H", "H", "H", "H", "H", "C", "C", "C", "N", "C", "C", "C", "C", "C", "H", "H", "H", "H", "H", "H", "H", "H", "H", "H", "H", "H", "H", "H", "H", "H", "H", "H", "N", "S", "O", "O", "F", "S", "O", "O", "F", "N", "S", "O", "O", "F", "S", "O", "O", "F", "N", "S", "O", "O", "F", "S", "O", "O", "F", "N", "S", "O", "O", "F", "S", "O", "O", "F", "N", "S", "O", "O", "F", "S", "O", "O", "F", "N", "S", "O", "O", "F", "S", "O", "O", "F", "N", "S", "O", "O", "F", "S", "O", "O", "F", "N", "S", "O", "O", "F", "S", "O", "O", "F"],
  "positions_angstrom": [[3.124332, -0.169554, 0.324520], [1.706307, -0.750055, 0.020539], [0.897815, -0.106901, -1.207450], [-0.722967, -0.257694, -1.119500], [-1.069609, -1.707043, -0.754457], [-1.405760, 0.565489, 0.041754], [-2.863906, 0.681611, -0.489105], [-2.889111, 0.297241, -1.988011], [-1.406506, 0.143492, -2.393364], [3.439789, -0.311211, 1.358213], [2.950472, 0.889809, 0.135785], [3.852459, -0.536599, -0.398812], [1.088715, -0.845490, 0.913616], [1.780405, -1.805092, -0.243105], [1.212778, -0.387206, -2.212608], [0.821330, 0.980321, -1.221839], [-0.584076, -2.433200, -1.406422], [-2.103759, -1.994601, -0.944013], [-0.748134, -1.930448, 0.262818], [-1.373004, 0.147951, 1.048077], [-1.124230, 1.616100, -0.029443], [-3.567143, 0.071456, 0.077690], [-3.172222, 1.726492, -0.453351], [-3.438775, -0.613881, -2.224264], [-3.171516, 1.101525, -2.667329], [-1.189385, -0.752752, -2.974491], [-0.945913, 1.073121, -2.727636], [10.640134, -1.817175, -2.252919], [9.911526, -0.684175, -3.056951], [8.772799, 0.046707, -2.236377], [8.104657, 1.198584, -3.074412], [9.092395, 2.151281, -3.841826], [7.261570, 2.067141, -2.165625], [5.790988, 1.552047, -2.210960], [5.670538, 1.399592, -3.722329], [6.961900, 0.707127, -4.043126], [11.388024, -2.162463, -2.966738], [9.865715, -2.569846, -2.105092], [11.238195, -1.552638, -1.380886], [9.490170, -1.017904, -4.005205], [10.724869, -0.069152, -3.442072], [9.264308, 0.618950, -1.449585], [7.953846, -0.466538, -1.732406], [8.655189, 3.104231, -4.139897], [9.745936, 1.697200, -4.586680], [9.740958, 2.458775, -3.021520], [7.235811, 3.138243, -2.366080], [7.574269, 1.853041, -1.143626], [5.107127, 2.355046, -1.935940], [5.627401, 0.622350, -1.665995], [5.648339, 2.391645, -4.173363], [4.778464, 0.898814, -4.098516], [7.292656, 0.868168, -5.069173], [6.900789, -0.379909, -3.991027], [4.734150, 3.483814, 7.706132], [3.951358, 2.170526, 7.399451], [4.803967, 1.171331, 6.612185], [4.098144, -0.160269, 6.345253], [2.627560, -0.122222, 6.039693], [4.336633, -1.119536, 7.464532], [4.355874, -2.585778, 6.887693], [4.467023, -2.413505, 5.389145], [4.829708, -0.899181, 5.112440], [5.474999, 3.205281, 8.455577], [4.278065, 4.341739, 8.200141], [5.319516, 3.677437, 6.807267], [3.010745, 2.317359, 6.868610], [3.634480, 1.948242, 8.418409], [5.791282, 1.122438, 7.071446], [5.154287, 1.412860, 5.608680], [2.476244, 0.579337, 5.219317], [2.183831, 0.185838, 6.986427], [2.277527, -1.128184, 5.808165], [3.488707, -1.008150, 8.140341], [5.273081, -0.911807, 7.982241], [3.456914, -3.155856, 7.122168], [5.224602, -3.086995, 7.314519], [3.481030, -2.640594, 4.983749], [5.230577, -3.092838, 5.010201], [4.410370, -0.550951, 4.168511], [5.857802, -0.556797, 5.230326], [5.461643, 8.438102, 3.445447], [4.980100, 7.264772, 2.500662], [3.746962, 6.354752, 2.990535], [2.994973, 5.545323, 1.820746], [2.250555, 6.452542, 0.911896], [4.032694, 4.739236, 0.980887], [3.247043, 3.527933, 0.490086], [2.012623, 3.415772, 1.441640], [2.131739, 4.501370, 2.558056], [5.658134, 7.975899, 4.412839], [4.633551, 9.128440, 3.606080], [6.389565, 8.970069, 3.235529], [5.845083, 6.613504, 2.375127], [4.804842, 7.847728, 1.596476], [2.937012, 6.919975, 3.451623], [4.016256, 5.478743, 3.580601], [1.661214, 5.800624, 0.267095], [2.980322, 7.067961, 0.385775], [1.653754, 7.166566, 1.479435], [4.636155, 5.312349, 0.276983], [4.620592, 4.288176, 1.780277], [3.094629, 3.450697, -0.586445], [3.946807, 2.715100, 0.684336], [1.261255, 3.514562, 0.658189], [2.140666, 2.387448, 1.779668], [1.278910, 5.171444, 2.666560], [2.547559, 4.060727, 3.464169], [-7.794218, -4.672794, -1.782470], [-7.131462, -3.949414, -2.825891], [-6.466885, -4.824096, -3.919153], [-5.642974, -4.013197, -4.933539], [-6.654947, -3.240806, -5.814103], [-4.691290, -4.927741, -5.798794], [-3.532814, -3.962335, -6.268840], [-3.680927, -2.666854, -5.425568], [-4.684762, -2.928957, -4.299960], [-6.973610, -4.924445, -1.110628], [-8.275083, -5.635554, -1.955562], [-8.547934, -4.160133, -1.184820], [-6.403363, -3.268127, -2.385635], [-7.825423, -3.216485, -3.237378], [-7.226427, -5.368018, -4.480715], [-5.893433, -5.513190, -3.299141], [-6.854485, -2.211964, -5.514470], [-7.614632, -3.635635, -6.147593], [-6.160238, -3.198966, -6.784472], [-5.137214, -5.396137, -6.676202], [-4.321821, -5.815445, -5.285394], [-3.510975, -3.697057, -7.325836], [-2.516234, -4.239305, -5.989633], [-3.964490, -1.852036, -6.091722], [-2.697740, -2.347200, -5.080224], [-5.325751, -2.093509, -4.018416], [-4.143933, -3.439598, -3.503193], [-4.695256, 4.158239, -3.439592], [-5.889703, 4.938968, -4.217123], [-6.913776, 5.740445, -3.332576], [-8.399776, 5.872544, -3.690687], [-8.605949, 6.507455, -5.059884], [-9.040768, 4.500466, -3.495728], [-9.413093, 4.314116, -2.030177], [-9.710146, 5.707442, -1.599872], [-9.141943, 6.724398, -2.594077], [-4.409494, 4.927134, -2.721794], [-3.876458, 3.755870, -4.036072], [-5.028399, 3.348076, -2.790954], [-6.376006, 4.195676, -4.848879], [-5.341963, 5.674772, -4.805921], [-6.619824, 6.787381, -3.257484], [-6.811341, 5.261267, -2.358924], [-9.662779, 6.774132, -5.069445], [-8.326076, 5.780792, -5.822595], [-8.007730, 7.415113, -5.139814], [-10.039854, 4.582861, -3.923680], [-8.410942, 3.872167, -4.125546], [-10.204937, 3.565235, -2.013619], [-8.473174, 4.116940, -1.514638], [-10.781442, 5.904120, -1.558290], [-9.357301, 5.930748, -0.593030], [-9.845685, 7.450309, -3.001404], [-8.414795, 7.264468, -1.987725], [4.134190, -7.610058, -2.786729], [3.972563, -6.497822, -1.675531], [2.534314, -6.630056, -0.900035], [2.587093, -5.691371, 0.295909], [2.924656, -4.216818, -0.151635], [3.428956, -6.080888, 1.546249], [2.494722, -7.074638, 2.254911], [1.220540, -6.386203, 2.352899], [1.093936, -5.812148, 0.931865], [5.165469, -7.962707, -2.800888], [3.853805, -7.355073, -3.808719], [3.566808, -8.503864, -2.527331], [3.861376, -5.562758, -2.224530], [4.766199, -6.406420, -0.933992], [2.262734, -7.669192, -0.714174], [1.674086, -6.262726, -1.459661], [2.289708, -3.858559, -0.961942], [3.990208, -4.354445, -0.335365], [2.910676, -3.714503, 0.815618], [3.627171, -5.365115, 2.344048], [4.415205, -6.513093, 1.377136], [2.973671, -7.441940, 3.162539], [2.220107, -7.932161, 1.640640], [1.245956, -5.731528, 3.224014], [0.391809, -7.034646, 2.637197], [0.576344, -4.867311, 0.766116], [0.416325, -6.402197, 0.314793], [-8.221545, 1.336654, 6.821123], [-6.708259, 1.362118, 6.702018], [-6.254189, 1.105066, 5.225718], [-4.825616, 0.753494, 4.932443], [-4.242365, -0.485138, 5.654591], [-4.056883, 2.029113, 5.126261], [-3.111065, 2.177127, 3.950073], [-3.752331, 1.529812, 2.723869], [-4.724116, 0.525393, 3.395387], [-8.349578, 2.222299, 7.443484], [-8.750181, 0.559871, 7.373619], [-8.734943, 1.423361, 5.863525], [-6.361004, 0.665808, 7.465338], [-6.357797, 2.356401, 6.978912], [-6.516475, 1.918200, 4.548872], [-6.700675, 0.238646, 4.737790], [-3.451485, -0.842131, 4.994932], [-4.993247, -1.249926, 5.853037], [-3.870339, -0.014261, 6.564513], [-3.673446, 2.058198, 6.146178], [-4.716394, 2.895671, 5.173265], [-2.095738, 1.809483, 4.098575], [-2.957360, 3.256179, 3.939067], [-2.977651, 1.057996, 2.119422], [-4.306534, 2.340602, 2.251028], [-4.564180, -0.539535, 3.226694], [-5.711701, 0.583914, 2.937845], [3.738080, -1.461009, -5.908751], [3.869788, -2.443215, -4.785264], [3.643186, -3.845195, -5.096270], [3.832987, -2.066481, -3.345757], [5.511972, -2.354402, -4.839979], [2.033894, -1.447710, -5.773086], [1.431260, -0.846072, -4.646406], [1.332107, -2.608810, -6.288603], [1.602475, -0.421638, -6.980032], [-7.856195, -0.094917, -5.358094], [-7.228532, 0.423167, -6.585501], [-6.239698, -0.504066, -7.193565], [-6.872165, 1.846515, -6.643778], [-8.576405, 0.413057, -7.555404], [-6.957525, 0.595481, -4.259327], [-7.608531, 1.684077, -3.499416], [-5.573905, 0.805734, -4.325399], [-7.142082, -0.553809, -3.250425], [-7.808617, -0.315602, 1.315698], [-7.272843, -0.974677, -0.121003], [-8.222622, -1.627723, -0.965695], [-5.962324, -1.609416, -0.100655], [-7.060703, 0.435194, -0.835140], [-7.764719, -1.685526, 1.974531], [-6.729839, -1.674779, 3.020020], [-8.146856, -2.943423, 1.461956], [-8.940163, -1.397689, 2.961307], [6.242991, -4.739231, 0.510565], [7.107475, -5.328873, 1.780143], [6.377158, -5.326741, 3.091680], [8.540232, -5.244400, 1.609996], [7.027968, -6.824178, 1.317666], [6.104644, -3.374911, 1.009536], [7.274908, -2.579117, 1.511596], [4.922194, -2.990442, 1.744243], [6.050836, -2.569912, -0.420283], [0.138883, 3.269346, -1.751999], [-0.605358, 4.545033, -1.946149], [-1.537848, 4.790403, -3.041508], [0.016964, 5.745145, -1.385743], [-1.657009, 4.257208, -0.703304], [1.330635, 3.699176, -2.987369], [2.228124, 4.833206, -2.663947], [1.015193, 3.625875, -4.409266], [2.197187, 2.376664, -2.798087], [-0.492262, -4.992689, -1.875855], [-1.904749, -5.777346, -2.274356], [-1.966265, -6.748934, -3.338474], [-3.175971, -5.027226, -2.079055], [-1.956768, -6.840539, -1.068691], [-0.108366, -4.711091, -3.314783], [-0.946862, -3.807460, -4.051056], [0.663161, -5.692951, -4.105317], [0.895856, -3.561536, -2.877457], [7.650716, 1.251819, 3.750937], [7.283328, 1.172384, 2.228232], [8.189852, 0.383455, 1.412942], [6.519934, 2.226806, 1.485328], [6.128242, 0.052432, 2.468537], [7.187741, 2.939669, 3.954221], [5.753937, 3.294799, 4.077082], [8.194335, 3.908877, 3.426632], [7.599314, 3.015886, 5.518307], [0.079885, -2.081390, 4.948378], [0.543498, -2.886246, 3.744046], [1.405435, -2.214967, 2.852496], [-0.417759, -3.796595, 3.103381], [1.582523, -3.772833, 4.488713], [-0.519827, -0.710878, 4.108606], [-1.749861, -0.967556, 3.328463], [0.234975, 0.504490, 3.857582], [-1.353171, -0.055387, 5.468954]],
  "forces_ev_per_angstrom": [[-1.76, 0.49, -0.93], [-0.77, -0.86, -1.19], [-1.54, 1.08, 1.45], [1.11, -1.68, 2.91], [0.37, -0.49, -0.82], [-1.01, 0.65, -2.41], [-0.49, -0.19, -0.40], [1.44, 0.21, -0.80], [0.24, -1.30, 1.35], [-0.03, -0.26, -0.20], [0.66, 0.29, 0.17], [0.07, -0.07, 0.23], [-0.06, 0.80, 0.09], [0.29, -0.05, -0.15], [-0.11, -0.61, 0.13], [1.06, 0.15, 0.33], [0.64, 0.50, -0.21], [-0.32, 0.77, 0.49], [-0.26, 0.24, -0.04], [0.66, -0.27, -0.40], [1.15, -0.29, 0.30], [-0.03, 0.03, -0.08], [-0.08, -0.06, 0.44], [-0.15, 0.21, 0.17], [-0.95, -0.04, 0.37], [-0.13, 0.59, -0.98], [-0.01, -0.25, -0.23], [-0.88, 0.30, -1.72], [-0.55, -0.01, 0.86], [1.75, 1.99, -1.08], [-1.56, 1.14, -1.95], [0.39, -0.60, 2.34], [-1.14, -1.05, 2.67], [0.47, 0.90, -1.31], [0.00, -0.02, 0.23], [1.21, -1.26, -1.56], [-0.10, -0.54, 0.01], [0.58, -0.34, 0.58], [-0.74, 0.36, 0.22], [-0.24, -0.83, 0.20], [-0.30, 1.02, 0.59], [0.06, -0.10, 0.18], [0.14, -0.64, -0.56], [-0.69, -0.64, -0.39], [-0.72, -0.32, -0.05], [0.37, 0.00, -0.01], [0.63, -0.26, -0.41], [0.54, 0.64, 0.03], [0.06, -0.23, 0.67], [0.01, 0.14, 0.05], [0.09, 0.17, -0.02], [0.21, -0.43, 0.13], [0.17, 0.27, 0.05], [-0.14, -0.03, 0.53], [1.21, -1.26, -0.61], [-0.62, 1.45, 0.22], [-0.47, 0.13, -0.29], [1.87, -1.52, -0.82], [0.83, 0.60, 0.76], [-0.90, -1.32, 0.41], [0.29, 1.22, 0.69], [0.66, 1.07, -0.40], [-1.19, -0.63, 1.38], [0.31, -0.18, 0.01], [-0.73, -0.15, -0.75], [-0.11, 0.95, 0.07], [0.07, 0.45, -0.18], [0.06, -1.44, -0.11], [-0.15, -1.20, 0.60], [-0.87, 1.25, -0.14], [-0.27, -0.17, 0.14], [-0.50, 0.23, -0.38], [0.17, 0.21, -0.15], [0.29, 0.13, 0.33], [-0.15, 0.27, -0.24], [0.09, 0.12, 0.27], [-0.15, -0.11, -0.03], [0.49, 0.05, -0.58], [-0.22, 0.18, -0.52], [0.09, 0.21, 0.18], [0.13, -0.61, -0.26], [-1.20, -1.63, 1.32], [0.19, 0.45, 0.60], [0.28, 0.11, -2.01], [3.30, 1.10, 1.19], [-0.04, -0.22, 0.40], [-0.98, -0.68, 1.68], [1.60, 0.06, 0.33], [0.92, -0.48, -1.32], [-0.42, 0.42, -3.48], [-0.01, 0.13, 0.32], [0.16, 0.24, -0.11], [-0.24, -0.25, -0.85], [-0.17, -0.12, -0.34], [-0.50, -0.84, -0.51], [0.18, 0.08, 0.16], [0.65, 0.71, 0.48], [-0.14, 0.58, -0.37], [-0.07, -0.41, -0.28], [-0.34, -0.37, 0.12], [-0.42, 0.24, 0.23], [0.75, 0.50, -0.12], [-0.70, 0.55, 0.16], [-0.12, -0.25, 0.01], [-1.09, 0.04, 1.07], [-1.02, 0.17, 0.53], [-0.66, -1.02, 0.79], [0.27, 0.67, -0.10], [-0.40, -2.34, 3.14], [0.23, 2.64, -3.11], [-0.20, 0.81, 1.18], [-0.99, -0.64, 0.11], [1.32, 0.20, -1.67], [0.98, 1.05, -0.70], [-0.01, 0.45, 1.36], [-0.31, 0.85, -0.78], [0.12, -1.31, -1.32], [-0.27, -0.31, 0.70], [0.07, -0.12, -0.93], [0.36, 0.60, -0.24], [0.34, -0.31, 0.12], [-0.20, -0.06, -0.67], [0.18, -0.02, -0.08], [0.78, -0.17, -0.77], [0.45, -0.43, 0.50], [0.00, -1.12, 1.18], [0.28, 0.55, 0.07], [-0.92, 0.63, 0.09], [-0.04, 0.59, 1.00], [-0.41, -0.35, 0.04], [-0.25, -1.12, -0.20], [-0.59, 0.08, 0.18], [-0.14, -0.28, 0.50], [0.37, -0.16, 0.24], [-0.43, 0.12, 0.36], [-2.11, 1.36, 1.02], [0.65, -0.84, -0.23], [1.03, -0.10, 0.25], [-0.27, 0.42, 1.21], [-0.11, -0.71, 1.04], [-0.98, 0.88, -1.78], [2.74, -0.13, -1.02], [-2.25, 1.48, 0.42], [1.70, -0.68, 0.56], [1.06, -0.09, -0.08], [-0.25, 0.66, -0.28], [-0.57, -0.21, -0.33], [-0.16, 0.20, -0.26], [-0.31, -0.15, -0.46], [0.35, -0.12, 0.15], [-0.64, 0.30, 0.27], [0.10, -0.17, -0.48], [-0.12, 0.14, 0.02], [0.08, -0.17, 0.13], [0.11, 0.05, -0.89], [-0.28, -0.87, 0.80], [0.37, 0.06, 0.67], [-0.41, -1.33, 0.33], [-0.20, -0.20, 0.07], [0.12, -0.15, -0.10], [0.06, -0.47, -0.37], [0.36, 0.36, -0.77], [0.40, -0.20, 1.29], [-2.95, -0.49, -1.06], [2.69, 0.74, -0.97], [-2.37, 0.29, 1.68], [0.60, -2.38, 1.76], [-0.57, -2.11, 0.10], [1.66, -1.67, -0.75], [-1.31, 1.31, 0.88], [-0.22, 1.19, -0.24], [0.12, 0.19, -0.12], [-0.10, 0.53, 0.31], [-0.20, -0.04, 0.10], [0.46, 0.18, 0.18], [0.07, -0.35, -0.24], [0.39, 0.06, 0.92], [0.41, 0.25, -0.42], [0.20, -0.22, 0.12], [-0.32, 0.64, -0.84], [-0.52, 0.58, -0.43], [-0.39, 1.28, -0.97], [-0.26, 0.03, -0.90], [-0.25, 0.09, 0.14], [0.97, -0.48, -0.26], [-0.03, 0.87, -0.66], [-0.10, -0.22, -0.59], [0.55, 0.51, 0.73], [0.82, -0.79, -0.22], [-0.64, 1.21, 0.32], [0.71, -0.76, -1.09], [-0.73, -2.09, 0.22], [0.09, 0.92, -1.44], [-0.22, 1.85, -0.17], [0.74, -0.32, 0.73], [1.40, 0.90, 0.95], [-0.41, 0.30, 2.00], [-0.73, -0.74, -1.08], [-1.06, 0.18, -0.28], [0.76, -0.52, -0.14], [0.01, 0.32, 0.04], [0.72, -0.18, -0.42], [0.12, -0.04, 0.08], [0.11, 0.27, 0.37], [-1.02, -0.17, 0.66], [-0.09, -0.06, 0.50], [-0.15, 0.31, -0.28], [0.25, -0.79, 0.15], [0.73, -0.38, -0.16], [-0.57, -0.35, -0.56], [-0.26, -0.45, 0.41], [0.01, 0.18, -0.86], [-0.52, 0.14, -0.07], [-0.04, -0.52, -0.69], [0.67, 0.15, 0.14], [-0.17, 0.45, 0.38], [-5.05, 2.81, -1.51], [6.81, -5.57, 6.57], [-0.50, 1.76, 0.45], [-1.75, 0.00, -2.46], [0.43, -0.21, -0.62], [-3.92, -0.02, -5.41], [0.70, 0.93, 1.51], [1.80, 0.62, 0.92], [1.54, -0.04, 0.97], [-0.75, -0.49, 3.33], [2.84, 1.95, -9.80], [-2.45, 1.82, 1.09], [-0.59, -1.89, 0.59], [1.44, -0.51, 0.81], [-2.93, 2.95, 6.90], [0.06, -1.04, -2.17], [2.09, -0.76, -1.58], [0.29, -1.50, 0.59], [0.94, -0.48, -4.94], [1.26, 1.93, -3.95], [-0.31, 0.50, 0.73], [-1.02, 1.11, 0.67], [0.26, -0.23, 0.49], [0.52, -1.84, 10.00], [0.44, -0.56, -1.57], [0.22, -0.45, -1.68], [-2.16, 0.31, 0.78], [1.37, -4.75, 0.52], [1.68, -3.78, 1.77], [2.03, 0.56, -3.44], [-1.47, 1.60, 1.10], [-1.46, -1.10, -0.06], [1.30, 12.93, 1.28], [-1.69, -3.25, -0.31], [-0.38, -0.99, -0.73], [-1.19, -0.97, 0.18], [4.46, -2.05, -3.29], [-7.01, 7.30, 2.94], [1.90, -1.07, 0.90], [-0.10, -1.19, -1.00], [0.08, -0.50, -0.40], [3.72, -0.05, -2.52], [-1.86, -2.72, 0.37], [-0.83, -0.10, 2.68], [-0.19, 0.37, 0.60], [-3.86, -2.93, 1.43], [-5.30, -2.21, 2.59], [1.06, 1.52, -0.35], [3.32, -0.56, -0.25], [0.52, 0.97, 0.57], [5.80, 2.81, -6.71], [-1.89, -1.12, -0.30], [-1.79, 1.78, 2.57], [1.96, -0.10, 0.50], [-0.87, 5.23, 0.27], [-2.02, -4.02, -4.91], [-0.20, 1.79, 1.17], [1.84, -1.23, 2.29], [-0.33, 0.49, -0.40], [2.21, 2.29, 2.30], [2.35, -0.96, -0.92], [-3.12, -2.51, 0.37], [-0.29, -0.70, -0.41], [-1.90, 4.66, -0.06], [-0.47, -5.67, -3.73], [0.77, 1.87, -1.45], [1.52, 1.72, 1.83], [0.15, -1.17, 1.04], [-4.82, 2.43, 3.18], [3.14, -0.10, 0.35], [0.45, -2.33, -0.48], [1.29, -1.17, -0.58]],
  "mulliken_charge": [0.775, 2.284, 0.616, 0.666, -0.801, 0.258, -0.789, 0.197, -0.808, -0.206, -0.623, -0.238, -1.084, -0.576, 0.616, -0.892, 0.188, 0.555, -0.085, -0.010, -0.129, 0.216, 0.502, -0.294, 0.310, 0.438, 0.369, -1.294, -0.630, -0.614, 0.896, -1.091, -1.105, 1.215, -0.393, -0.946, 0.406, 0.313, 0.340, 0.481, 0.382, 0.448, 0.329, 0.328, 0.303, 0.473, 0.313, 0.311, -0.279, -0.545, 0.420, 0.138, 0.343, 0.371, -1.407, -0.411, -0.548, 0.809, -1.658, -0.622, -0.795, 0.198, -0.802, 0.398, 0.412, 0.239, 0.334, 0.259, 0.279, 0.261, 0.463, 0.412, 0.603, 0.367, 0.436, 0.365, 0.346, -0.693, 0.562, 0.400, 0.622, -1.459, -0.304, -0.295, 0.153, -0.811, -0.685, 0.933, 0.159, -1.030, 0.349, 0.362, 0.375, 0.347, 0.318, 0.366, 0.240, 0.381, 0.335, 0.329, 0.592, -0.033, -0.722, -0.127, -0.076, 0.495, 0.536, 0.228, -1.612, 0.989, -0.986, 0.678, -1.326, -0.719, -0.439, -0.202, 0.178, 0.353, 0.333, 0.350, -0.152, 0.083, 0.392, 0.409, 0.476, 0.368, 0.443, 0.294, 0.402, 0.318, 0.200, 0.432, -0.031, -0.252, 0.078, -1.432, -0.174, -1.070, 0.255, -0.952, -0.689, -0.340, -0.772, -0.443, 0.430, 0.482, 0.265, 0.177, 0.366, 0.586, 0.461, 0.451, 0.311, 0.368, 0.374, 0.455, 0.535, 0.122, 0.275, 0.395, 0.400, 0.204, -1.421, 0.434, -0.770, 0.898, 0.019, 0.139, -0.942, -0.475, 0.462, 0.414, 0.320, 0.346, 0.085, 0.011, 0.647, 0.013, -0.537, 0.197, 0.080, 0.081, -0.137, 0.484, 0.299, -0.202, 0.528, -0.146, 0.234, -1.229, -0.282, -1.419, 1.010, -0.678, -0.977, -0.389, 1.491, -0.952, 0.330, 0.339, 0.341, 0.376, 0.400, 0.567, 0.564, -0.051, 0.236, 0.416, 0.517, 0.512, -0.368, 0.524, -1.640, 0.631, 0.644, 0.162, -0.497, 1.045, -0.635, -0.279, -0.439, 1.009, -0.419, -0.589, -0.365, -0.273, 0.890, -0.591, -0.539, -0.366, 1.201, -0.515, -0.537, -0.305, -0.392, 1.174, -0.608, -0.410, -0.160, 0.897, -0.644, -0.503, -0.361, 0.139, 0.881, -0.514, -0.590, -0.280, 0.065, -0.526, 0.173, -0.339, 0.089, 0.820, -0.600, -0.708, -0.366, 0.875, -0.579, -0.608, -0.139, 0.330, 0.504, -0.612, -0.383, -0.379, 0.623, -0.135, -0.640, -0.400, -0.484, 0.936, -0.618, -0.449, -0.091, 1.288, -0.421, -0.677, -0.338, -0.579, 0.992, 0.026, -0.704, -0.368, 1.183, -0.612, -0.474, -0.492]
}